1.
C55H53BiBr3N9O2S3 | ωB97M-V with the def2-TZVPD basis set

Each line ends with the Mulliken charge.
Atoms and positions in Å:
H (2.970, -0.748, 1.344)  0.28
C (-5.843, -2.930, -0.937)  -1.25
N (-1.988, 0.155, 1.855)  -0.07
C (0.590, 3.906, -4.753)  -0.77
C (-2.672, -2.940, 3.776)  0.56
H (1.612, 0.617, 2.861)  0.11
Br (-0.330, 3.048, 2.660)  -0.01
H (-3.657, -3.798, 1.172)  0.65
H (-2.400, -1.828, 0.234)  -0.53
O (2.262, 1.699, 0.649)  -0.79
C (-1.418, -3.144, 4.343)  -0.59
C (1.966, -4.393, -4.738)  -0.87
H (-1.269, -3.933, 5.069)  0.45
C (4.835, -1.080, -4.418)  -0.77
C (0.137, -3.026, -4.053)  1.08
C (-3.947, 0.245, -4.440)  -0.69
H (4.440, 2.978, 0.907)  0.32
C (-1.036, -0.750, -6.898)  -0.14
H (-2.589, 3.954, -3.479)  0.09
C (-3.081, 0.380, 1.252)  -1.05
Br (1.371, -2.697, 4.639)  -0.19
C (-0.934, 3.555, 0.947)  -0.16
C (-0.214, -3.926, -3.056)  -0.71
H (-2.513, -2.166, -9.593)  0.46
C (-1.454, -0.918, -8.211)  -1.08
H (2.239, -6.192, -3.601)  0.45
C (-1.377, -1.720, -5.971)  0.28
H (1.184, -4.232, -0.066)  0.51
C (1.645, -5.295, -3.726)  -0.79
N (-2.096, -1.810, -3.413)  -0.45
C (3.741, -0.298, -6.420)  -0.78
H (-5.370, 3.162, -2.325)  0.49
C (-1.208, 3.113, -1.276)  0.16
H (0.074, 1.927, -5.408)  0.35
H (-3.572, -0.589, -5.017)  0.56
H (4.708, 2.505, 2.603)  0.47
H (-1.202, -0.173, -8.954)  0.52
C (-0.497, -1.322, 2.989)  -0.11
C (-1.866, 5.227, -0.463)  -0.85
H (3.662, -0.934, -2.605)  0.27
C (0.556, -5.069, -2.895)  -0.58
H (5.704, -1.499, -3.925)  0.49
H (-6.016, 2.914, -4.702)  0.43
C (-5.329, 2.207, -4.253)  -0.76
C (-1.816, -1.075, 2.544)  -0.72
H (1.738, 0.432, -6.178)  0.25
C (-0.354, -2.365, 3.934)  0.20
H (-1.574, 5.471, 1.660)  0.53
C (-2.525, -3.002, -7.617)  -0.82
N (0.031, -2.433, 0.053)  -0.62
H (1.425, -2.563, -5.721)  0.54
H (1.991, -2.762, 1.805)  0.02
H (-5.179, -2.162, -2.905)  0.64
H (-3.101, -3.873, -7.902)  0.47
C (2.601, -0.234, -4.316)  0.61
C (3.705, -0.765, -3.673)  -0.50
Bi (0.315, 0.058, 0.104)  5.94
H (-2.758, 5.638, -2.953)  0.52
C (-4.965, 2.350, -2.917)  -0.97
C (1.638, 2.678, -2.474)  -0.74
H (2.901, 1.401, 3.721)  0.27
C (3.969, 2.837, 1.875)  -1.64
H (-0.656, -2.611, -0.669)  -0.33
C (-5.528, -3.211, 0.331)  -1.34
C (4.852, -0.848, -5.786)  -0.71
H (-5.026, -0.352, 0.631)  0.69
H (-2.268, 6.224, -0.608)  0.55
C (-3.469, -1.816, 0.078)  0.86
H (-1.199, 5.036, -3.518)  -0.04
H (-5.066, -1.797, 2.738)  0.80
C (-4.086, 1.452, -2.339)  0.02
C (-4.912, -2.247, -1.856)  0.35
C (2.340, -2.631, 0.781)  -0.82
N (-1.559, -0.209, -1.366)  -0.54
C (-4.191, -1.812, 2.090)  -0.59
S (-0.856, -1.583, -4.295)  1.24
C (-3.776, -1.748, -1.374)  -0.81
C (-3.587, 0.407, -3.108)  0.36
H (-3.776, 1.556, -1.304)  0.25
H (0.186, 4.388, -5.635)  0.45
H (-0.356, -2.675, 0.965)  0.17
H (-6.223, -3.768, 0.954)  0.48
H (-2.371, -3.587, -5.550)  0.46
H (-1.109, 2.381, -2.072)  0.04
O (0.515, -0.662, 2.488)  -0.28
H (-3.249, 1.389, 0.868)  0.66
C (-1.475, 4.823, 0.801)  -1.09
N (-0.800, 2.700, -0.062)  0.44
N (2.507, -1.186, 0.556)  -0.58
C (1.661, 4.060, -2.596)  -0.61
H (3.569, 3.799, 2.207)  0.31
N (2.468, 1.184, 2.840)  -0.01
H (1.609, -2.946, -1.213)  0.03
H (-5.107, 1.056, -6.052)  0.50
N (1.340, -0.321, -1.934)  -0.39
H (0.293, -5.792, -2.132)  0.56
S (-2.572, -0.767, -2.245)  0.71
H (-6.804, -3.235, -1.337)  0.45
H (3.018, -0.979, -0.296)  0.10
C (2.834, 1.860, 1.743)  0.44
C (0.544, 2.528, -4.641)  -0.09
H (2.086, 4.659, -1.799)  0.57
C (-1.728, 4.368, -1.545)  0.58
H (2.800, -4.589, -5.400)  0.52
C (2.608, 0.013, -5.686)  -0.49
H (-0.473, 0.122, -6.591)  0.42
C (-2.095, 4.772, -2.951)  -1.27
C (1.079, 1.932, -3.500)  0.27
C (1.204, -3.253, -4.917)  -0.85
S (1.183, 0.173, -3.307)  1.20
C (-2.118, -2.850, -6.305)  -0.88
H (5.736, -1.089, -6.363)  0.44
H (2.042, 2.192, -1.591)  0.64
H (3.271, -3.186, 0.668)  0.60
H (1.187, 5.748, -3.827)  0.39
H (3.760, -0.109, -7.487)  0.48
Br (-4.075, -4.128, 4.238)  -0.14
N (-0.078, -0.248, -4.256)  0.16
C (-4.191, -2.875, 0.932)  0.30
C (-4.817, 1.165, -5.013)  -0.85
C (-2.192, -2.040, -8.567)  -0.59
C (1.300, -3.154, -0.187)  -0.32
C (1.151, 4.670, -3.733)  -0.89
C (-2.890, -1.932, 2.857)  -0.04
H (-1.091, -3.738, -2.447)  0.57
C (-4.063, -0.706, 0.997)  -0.48

Orbital gap: 7.0 eV
Highest occupied orbital energy: -11.53 eV
LUMO: -4.544 eV
E: -11901.5157 hartree
Net charge: +2

2.
C55H53N4O4PS2SeSn | ωB97M-V with the def2-TZVPD basis set

Each line ends with the Mulliken charge.
Atoms and positions in Å:
H (3.020, -2.092, -2.581)  -0.42
H (-3.019, -0.721, 6.425)  0.52
C (-3.769, 0.389, -1.309)  -0.29
C (1.368, 3.151, 0.940)  -0.82
S (2.221, -3.187, 3.456)  1.42
H (-2.234, -1.273, -3.009)  -0.07
C (2.610, 3.562, 1.389)  -0.75
C (-1.206, 3.739, -2.398)  1.41
C (-2.561, -0.189, 5.594)  -1.81
H (4.714, -1.491, 0.958)  0.44
H (2.462, -0.462, 2.742)  -0.65
H (-2.967, -5.149, -3.686)  0.32
C (-5.800, -0.481, -0.380)  -1.13
H (4.039, 3.494, 2.975)  0.40
O (2.014, 0.241, 0.491)  0.42
H (-0.752, -1.655, 6.977)  0.44
C (-0.874, 3.510, -3.748)  -0.91
C (-0.430, 1.208, -3.234)  -0.80
H (4.029, -3.064, -3.652)  0.51
C (3.027, -0.380, 0.245)  0.82
H (3.132, -2.302, 1.022)  0.22
H (0.249, -1.550, 2.150)  -0.31
H (2.655, 1.999, 4.382)  0.48
C (-2.562, -3.713, 3.005)  -0.45
S (0.426, -2.296, -2.472)  -0.33
H (-0.902, -5.077, 2.837)  0.44
O (1.969, -3.571, 2.092)  -0.64
P (-1.022, 1.718, 1.139)  2.15
C (-2.802, 3.320, 4.490)  -0.86
C (3.658, -1.355, 1.195)  -0.26
H (6.634, 0.676, -7.419)  0.34
H (4.725, -2.326, -2.212)  0.26
H (-3.287, 1.099, -1.969)  0.28
H (-3.411, -2.575, -5.001)  0.37
H (-5.551, -2.095, 1.007)  0.56
C (5.613, -0.011, -5.666)  0.79
H (-0.949, 4.330, -4.451)  0.40
H (-0.357, -4.319, 0.531)  0.35
H (-3.964, -3.016, -3.371)  0.21
C (-3.280, -2.738, 2.338)  -1.04
C (0.824, -2.281, 4.076)  0.22
H (4.202, -0.223, 2.957)  0.42
H (-0.226, 2.085, -5.190)  0.40
C (4.349, -0.965, -3.824)  0.73
H (-3.740, 1.082, 1.507)  -0.19
H (-2.817, -3.989, 4.020)  0.42
H (6.504, -1.084, -7.292)  0.37
N (-1.880, -2.965, 0.425)  -0.08
N (-2.045, -2.148, -3.475)  0.22
C (4.010, -2.179, -3.020)  -0.97
H (1.021, 3.443, -0.042)  0.27
H (-0.835, 3.359, 3.651)  0.43
C (3.761, 0.281, -3.608)  0.33
H (-5.450, 1.690, 3.187)  0.46
H (-6.879, -0.483, -0.309)  0.40
C (-1.090, -0.914, 3.702)  0.23
Se (2.566, 0.609, -2.144)  0.59
C (-0.965, -2.869, -3.144)  0.31
C (3.071, 3.162, 2.631)  -0.87
C (-1.108, 2.666, -1.468)  -0.47
C (-2.408, -4.352, -4.184)  -0.53
H (-3.293, -0.028, 4.807)  0.12
Sn (-0.678, -0.427, -0.448)  -0.48
H (2.226, 2.495, -4.242)  0.07
H (-2.532, 3.946, 5.327)  0.46
C (3.438, -0.943, 2.651)  0.19
H (3.219, 4.198, 0.763)  0.46
C (0.572, 2.342, 1.740)  0.35
C (-2.985, -0.499, -0.575)  1.19
C (5.284, -1.079, -4.845)  -0.96
C (4.954, 1.198, -5.478)  -1.14
C (-1.966, 5.239, -0.661)  -1.30
H (7.649, -0.216, -6.279)  0.31
C (-1.638, 5.010, -1.967)  -0.91
C (-0.539, -1.639, 5.920)  -1.25
C (6.657, -0.165, -6.730)  -1.54
C (4.030, 1.358, -4.458)  0.77
C (-1.400, 2.966, -0.114)  0.25
C (2.293, 2.330, 3.419)  -1.01
C (-1.380, -0.935, 5.062)  1.45
C (3.307, 2.656, -4.260)  -1.44
H (-2.246, 0.792, 5.947)  0.35
N (3.461, -2.049, 3.578)  -0.42
H (4.344, -2.538, 3.590)  0.35
H (-4.100, -2.231, 2.825)  0.38
C (-3.667, -1.393, 0.263)  0.27
H (-0.137, 0.232, -3.601)  0.33
H (-2.063, 4.412, 1.313)  0.55
C (-1.844, 2.989, 3.550)  -0.22
C (0.563, -2.315, 5.431)  -0.47
H (-4.839, 3.123, 5.105)  0.36
H (-2.308, 6.213, -0.344)  0.41
H (3.545, 3.362, -5.051)  0.45
H (-5.722, 1.125, -1.795)  0.47
H (1.227, -2.867, 6.078)  0.58
H (5.168, 2.034, -6.132)  0.33
C (1.054, 1.914, 2.972)  -0.54
C (-1.831, 4.211, 0.276)  -0.29
C (-3.094, -2.975, -4.033)  -0.48
C (-0.484, 2.266, -4.154)  -0.94
H (0.455, 1.244, 3.577)  0.91
C (-2.918, -2.393, 1.035)  0.18
C (-4.438, 2.054, 3.287)  -0.60
H (-1.738, -0.381, 3.020)  -0.36
H (3.578, 3.095, -3.299)  0.34
N (-1.128, -4.137, -3.550)  -0.14
C (-2.179, 2.186, 2.467)  -0.07
C (-0.734, 1.363, -1.897)  0.91
C (-5.056, -1.378, 0.363)  -0.48
H (5.768, -2.035, -4.994)  0.46
H (-2.273, -4.622, -5.238)  0.29
O (2.591, -4.228, 4.371)  -0.79
H (-1.703, 5.802, -2.698)  0.44
C (-1.191, -3.891, 1.070)  -0.37
O (3.632, -0.309, -0.901)  -0.70
C (-1.493, -4.314, 2.356)  -0.68
C (-5.151, 0.409, -1.217)  -0.96
C (-4.100, 2.858, 4.364)  -0.64
H (-0.433, -4.845, -3.402)  0.19
C (0.014, -1.583, 3.204)  0.27
C (-3.483, 1.714, 2.346)  -0.01

Orbital gap: 6.6 eV
Highest occupied orbital energy: -6.07 eV
LUMO: 0.521 eV
E: -6401.1242 hartree